[1]
C22H63N5O7 | ωB97M-V/def2-TZVPD

## Properties
Orbital gap (spin up / spin down) (eV): 1.625 / 9.097
Expectation value of S²: 0.75
HOMO energy (spin up / spin down) (Ha): 0.025 / -0.253
Charge: -1
Multiplicity: 2

The geometry in XYZ format:
```
97
Properties=species:S:1:pos:R:3:forces:R:3
C -0.59043 1.31109 0.77462 0.17 -0.20 1.02
O -0.66776 0.84545 2.13192 -0.31 -0.70 -1.22
H 0.44771 1.56744 0.56334 0.11 -0.04 -0.36
H -0.93310 0.50041 0.13161 0.17 -0.05 -0.07
H -1.20504 2.18126 0.54403 -0.15 0.14 0.31
H -0.67242 1.57901 2.75116 0.08 0.86 0.23
C 0.37787 4.24097 3.24060 -0.79 -0.82 0.91
O -0.64571 3.25270 3.55947 0.68 0.06 -1.72
H 0.55470 4.28877 2.16610 -0.38 -0.23 -0.03
H 0.04802 5.21318 3.60681 0.24 0.10 -0.04
H 1.30520 3.92411 3.71784 0.18 0.26 0.13
H -0.98789 3.31213 4.45445 0.10 0.53 0.68
C 0.57118 -3.69994 0.63443 0.72 -0.28 -0.41
C -0.93173 -3.69475 0.50601 -0.38 0.98 1.78
C -1.75297 -4.29609 1.73966 -0.45 -0.72 -1.31
O -3.17352 -4.15058 1.65051 -1.02 -0.20 -0.47
C -3.77732 -4.92852 0.61907 0.87 1.01 -1.60
N -1.28625 -2.30001 0.38226 -0.92 0.57 -0.87
H 1.07577 -4.66003 0.74269 -0.30 -0.17 0.03
H 0.96627 -3.03457 1.40207 -0.34 -0.01 0.29
H 0.90496 -3.27127 -0.31052 0.33 -0.02 -0.05
H -1.18026 -4.06151 -0.48989 -0.31 -1.18 0.36
H -1.56557 -3.78962 2.68647 0.77 -0.03 -0.22
H -1.68246 -5.38204 1.80165 1.08 -0.19 0.28
H -3.13986 -5.70340 0.19328 0.26 -0.60 0.77
H -3.82409 -4.29748 -0.26846 -0.41 0.43 -0.26
H -4.79026 -5.31366 0.73618 0.16 0.17 1.03
H -0.73771 -1.59197 0.84904 -0.09 -0.30 0.49
H -2.27787 -2.22005 0.55660 0.02 0.61 0.19
C -1.30717 -0.55832 -3.28431 -0.19 1.53 -0.49
C -1.87011 -1.70059 -4.06680 0.71 -2.33 1.44
C -0.94010 -2.58810 -4.82580 2.35 0.04 -0.54
O -0.29781 -1.73677 -5.77262 0.30 0.60 -1.37
C 0.49947 -2.41319 -6.74058 0.13 -1.06 1.52
N -2.53545 -2.63868 -3.11852 -1.87 0.18 -1.09
H -0.68401 0.11237 -3.87588 0.24 -0.13 -0.11
H -0.83456 -0.75287 -2.32156 -0.04 -0.47 -0.18
H -2.21917 0.01529 -3.11901 0.10 0.43 0.66
H -2.49160 -1.30127 -4.86830 -0.81 -0.16 0.46
H -1.36939 -3.50422 -5.23144 -0.87 0.39 -0.64
H -0.12799 -3.03918 -4.25562 0.19 0.20 0.92
H 1.24042 -1.86758 -7.32488 -1.02 1.12 -0.22
H -0.15293 -3.06540 -7.32119 0.26 0.00 -0.43
H 1.22367 -3.01312 -6.18949 -0.11 -0.84 0.26
H -3.37321 -2.20183 -2.76156 -0.14 -0.05 0.12
H -2.04177 -2.98438 -2.30805 0.77 0.60 -0.22
C 6.43652 -1.34582 -0.87717 -0.71 -1.26 0.40
C 5.26511 -1.30004 0.11385 -2.14 0.07 -0.32
C 4.68555 0.07522 0.29366 -0.53 0.54 1.37
O 3.46219 0.10328 1.13934 2.22 -2.71 -1.50
C 3.26989 1.24349 1.85001 -0.47 1.25 0.96
N 4.06967 -2.05276 -0.27775 0.64 -1.52 -0.86
H 6.30379 -2.30647 -1.37480 0.41 -0.40 0.22
H 7.28220 -1.39205 -0.19103 0.62 0.28 -0.89
H 6.51574 -0.68352 -1.73925 -0.13 0.75 0.62
H 5.63030 -1.75799 1.03309 -0.10 0.32 0.25
H 4.26411 0.40959 -0.65434 0.94 0.47 -0.35
H 5.54197 0.59911 0.71812 -0.55 1.38 0.09
H 2.60716 1.02379 2.68705 0.08 -0.09 0.16
H 2.73105 1.98398 1.25889 0.34 0.49 -0.05
H 4.23193 1.59240 2.22528 -0.09 0.58 0.19
H 3.75825 -1.57819 -1.11315 -0.47 -0.22 -0.35
H 3.35803 -1.86597 0.41419 -0.12 -0.01 0.11
C 5.82334 5.52204 0.86692 0.17 1.25 -0.09
C 4.49940 5.86307 1.58466 -0.31 -2.31 -2.10
C 3.28255 5.67972 0.50407 2.08 -0.63 1.53
O 3.13508 4.25378 0.31569 0.01 0.85 0.32
C 2.38925 3.89755 -0.82228 -0.42 0.26 -0.16
N 4.42979 4.77817 2.56024 0.17 1.20 0.58
H 5.91801 4.51916 0.45054 -0.84 0.06 -0.41
H 6.69694 5.51867 1.51878 -0.19 0.59 0.41
H 5.92639 6.31498 0.12617 0.58 -0.32 -0.51
H 4.47792 6.91381 1.87378 0.08 -0.27 0.71
H 3.61473 6.15640 -0.41817 -0.41 0.12 -0.19
H 2.41810 6.14653 0.97621 -0.43 -0.17 -0.42
H 3.03758 3.57883 -1.63849 0.17 0.42 -0.27
H 1.74834 4.74414 -1.06845 -0.02 -0.08 -0.58
H 1.71887 3.05219 -0.66718 0.06 -0.07 0.62
H 4.31878 4.00436 1.92071 -0.39 -0.64 0.67
H 3.65842 4.85090 3.20817 -0.34 -0.20 -0.13
C -6.96364 -0.83788 -0.34083 1.02 -0.54 0.85
C -6.59940 -1.63987 1.02273 -2.62 1.05 -2.48
C -5.22782 -1.25901 1.47039 0.66 0.32 1.74
O -5.19445 0.10456 1.77391 0.22 2.23 -0.02
C -3.88309 0.71612 1.97505 -0.69 -0.82 -0.42
N -7.72023 -1.35947 1.95905 0.93 0.22 0.49
H -7.97550 -1.02324 -0.70121 -0.03 -0.29 0.19
H -6.26771 -1.07820 -1.14460 0.07 -0.16 -0.11
H -6.86463 0.23474 -0.17415 -0.01 -0.02 0.23
H -6.68683 -2.70269 0.79716 0.50 -0.10 0.01
H -4.47395 -1.52856 0.73072 0.04 -0.13 -0.29
H -4.96204 -1.69778 2.43212 0.03 -1.08 -0.13
H -3.94506 1.78389 2.18509 -0.65 -0.05 -0.25
H -3.33546 0.57244 1.04362 0.38 0.01 0.11
H -3.33234 0.32068 2.82852 -0.06 -0.53 -0.10
H -7.63427 -0.38598 2.21403 0.27 0.29 0.44
H -8.58874 -1.34531 1.44370 -0.07 -0.44 -0.26
```
Forces are in eV/Å.

Charges computed using Mulliken, reported in e:
1 C -0.50
2 O -0.58
3 H -0.40
4 H 0.19
5 H 0.48
6 H 0.02
7 C -1.82
8 O 1.50
9 H -0.44
10 H 0.28
11 H 0.47
12 H -0.19
13 C -1.96
14 C 0.88
15 C -0.98
16 O -0.33
17 C -0.79
18 N 0.21
19 H 0.50
20 H 0.35
21 H 0.41
22 H 0.25
23 H 0.31
24 H 0.42
25 H 0.39
26 H 0.20
27 H 0.35
28 H 0.05
29 H -0.11
30 C -1.12
31 C 0.45
32 C -0.92
33 O -0.29
34 C -0.82
35 N -0.66
36 H 0.44
37 H 0.12
38 H 0.33
39 H 0.24
40 H 0.49
41 H 0.34
42 H 0.28
43 H 0.30
44 H 0.31
45 H 0.26
46 H 0.16
47 C -1.56
48 C 0.48
49 C -0.77
50 O -0.07
51 C -0.66
52 N -0.79
53 H 0.39
54 H 0.37
55 H 0.36
56 H 0.36
57 H 0.31
58 H 0.33
59 H 0.25
60 H -0.21
61 H 0.54
62 H 0.27
63 H 0.29
64 C -1.28
65 C 0.10
66 C -0.86
67 O 0.15
68 C -0.62
69 N -0.70
70 H 0.15
71 H 0.42
72 H 0.38
73 H 0.49
74 H 0.45
75 H 0.31
76 H 0.28
77 H 0.53
78 H -0.11
79 H 0.24
80 H 0.26
81 C -1.26
82 C 0.30
83 C -0.10
84 O -0.28
85 C -0.72
86 N -0.81
87 H 0.41
88 H 0.23
89 H 0.30
90 H 0.25
91 H -0.28
92 H 0.43
93 H 0.37
94 H 0.12
95 H 0.33
96 H 0.31
97 H 0.26

[2]
C22H63N9O7 | ωB97M-V/def2-TZVPD

## Properties
SMILES string: COC[C@H](C)N.COC[C@H](C)N.COC[C@H](C)N.COC[C@H](C)N.COC[C@H](C)N.NC(N)=O.NC(N)=O
Orbital gap (eV): 9.168
HOMO energy (Ha): -0.336

The geometry in XYZ format:
```
101
Properties=species:S:1:pos:R:3:forces:R:3
C 1.89531 0.52445 2.13466 -0.34 0.81 -0.93
O 1.00992 0.05997 1.13078 -0.03 0.06 0.14
C 0.08696 1.04624 0.72756 -0.30 0.11 0.01
C -0.63226 0.59044 -0.53135 0.80 1.43 -1.17
C 0.33852 0.44867 -1.71642 0.47 -1.25 0.59
N -1.64522 1.58935 -0.83416 -0.93 -0.36 0.46
H 1.38097 0.75877 3.06974 -0.05 -0.39 0.12
H 2.30046 1.49186 1.80584 0.36 -0.15 0.01
H 2.68991 -0.21091 2.21070 0.04 0.02 0.31
H -0.66318 1.26132 1.50111 0.06 -0.18 0.09
H 0.59032 2.00755 0.52722 0.18 -0.11 -0.05
H -1.03425 -0.40108 -0.32228 -0.29 0.07 -0.01
H 0.77402 1.35462 -2.13774 -0.23 0.34 0.43
H -0.12477 -0.08501 -2.54977 -0.09 -0.03 0.07
H 1.14509 -0.17878 -1.31922 0.21 0.02 -0.53
H -1.30684 2.54032 -0.79875 0.22 -0.07 0.14
H -2.08245 1.48559 -1.74035 0.01 -0.14 0.00
C 2.48106 3.64621 -1.55887 -0.23 0.90 0.35
O 3.41913 4.70503 -1.58310 0.11 -0.24 -0.14
C 3.86105 5.12003 -2.85532 0.04 -0.14 -0.50
C 2.76546 5.68473 -3.76148 0.20 1.50 0.90
C 3.32406 6.15544 -5.09039 -1.01 -0.27 -0.87
N 2.14638 6.87294 -3.13584 -0.24 -0.15 0.47
H 1.48464 4.04509 -1.78636 -0.05 -0.19 -0.07
H 2.46995 3.34430 -0.51319 -0.06 -0.47 -0.14
H 2.68606 2.82077 -2.24493 0.30 -0.02 0.09
H 4.57580 5.91842 -2.64713 0.07 0.00 -0.12
H 4.39655 4.31986 -3.38934 -0.05 -0.15 0.20
H 1.93585 4.98656 -3.87256 0.23 -0.28 -0.29
H 3.78888 7.14070 -5.04991 0.62 -0.30 0.41
H 2.49017 6.37076 -5.76876 -0.08 -0.28 0.09
H 3.92380 5.38971 -5.58264 0.33 0.24 0.07
H 1.88275 6.64195 -2.18016 -0.16 -0.08 -0.10
H 2.83871 7.60553 -3.00323 0.10 -0.04 -0.28
C -1.43256 -4.88724 2.00750 0.28 0.07 0.15
O -2.61779 -4.24273 2.40973 -0.06 -0.45 -0.38
C -3.38625 -3.69680 1.35186 0.46 0.17 -0.25
C -2.77152 -2.35078 0.99312 -1.86 0.75 0.45
C -3.09825 -1.33115 2.08379 1.80 -0.13 0.73
N -3.37423 -1.76570 -0.21655 0.71 -0.23 -0.37
H -0.99712 -5.27278 2.92810 0.01 -0.39 -0.18
H -0.65905 -4.23567 1.57782 -0.27 0.31 0.10
H -1.62422 -5.64936 1.24247 -0.09 -0.25 0.27
H -3.40964 -4.29203 0.42538 0.23 -0.48 0.33
H -4.40735 -3.67354 1.72922 -0.06 0.48 -0.10
H -1.68683 -2.50157 0.97887 0.08 0.10 -0.35
H -2.64849 -0.36714 1.82677 -0.49 0.17 -0.23
H -2.52154 -1.60894 2.97349 -0.41 -0.15 0.14
H -4.14753 -1.24906 2.34231 -0.13 0.04 -0.30
H -2.73880 -1.01539 -0.47221 -0.56 0.32 -0.13
H -3.36919 -2.37520 -1.02912 0.03 -0.30 0.25
C 1.56885 -5.89587 4.90107 0.02 -0.29 -1.00
O 0.91259 -4.65726 4.81912 -0.01 0.10 0.16
C 1.82846 -3.57258 4.76013 -0.16 -0.31 0.00
C 1.06883 -2.28250 5.03564 1.13 0.49 -0.84
C 0.03273 -2.08262 3.95373 -1.98 -0.83 0.54
N 2.00841 -1.12405 5.02581 -0.32 -0.60 0.39
H 0.80824 -6.67645 4.89186 -0.03 0.06 0.64
H 2.26145 -5.93052 5.74535 -0.20 -0.22 0.18
H 2.14186 -6.13076 3.98551 0.16 0.41 0.11
H 2.59541 -3.72219 5.52826 0.17 0.16 -0.16
H 2.27476 -3.56947 3.75555 0.26 0.19 0.10
H 0.71620 -2.39662 6.06087 -0.60 0.19 -0.17
H -0.65497 -1.23801 4.06303 0.56 0.38 0.31
H -0.67974 -2.91524 4.02220 0.20 -0.13 -0.40
H 0.42315 -2.04392 2.93533 0.36 -0.07 0.10
H 1.52429 -0.43114 5.58679 0.34 0.32 -0.10
H 2.01451 -0.76716 4.07490 0.14 -0.05 0.38
C 2.42416 -2.96868 -0.37823 -0.83 0.64 0.08
O 1.75559 -3.69486 -1.38136 0.48 -0.25 -0.43
C 0.36299 -3.56959 -1.31183 -0.30 1.14 0.85
C -0.29454 -4.40563 -2.38321 -0.05 -0.85 0.48
C -1.80167 -4.26106 -2.34287 -0.49 0.44 -0.72
N 0.06537 -5.83416 -2.30388 0.54 0.24 -0.32
H 1.94177 -3.18333 0.58577 0.45 -0.12 0.17
H 2.29204 -1.88853 -0.53039 0.04 -0.03 -0.04
H 3.48816 -3.17712 -0.39529 -0.02 -0.35 0.04
H 0.03214 -3.76711 -0.27681 -0.10 -0.72 -0.23
H 0.03939 -2.51216 -1.39486 0.29 -0.03 -0.48
H 0.10379 -4.03627 -3.33125 -0.19 -0.04 -0.10
H -2.29326 -4.68589 -3.22080 0.37 -0.17 -0.10
H -2.05891 -3.19846 -2.38321 -0.08 -0.04 0.31
H -2.29227 -4.75509 -1.50417 0.32 0.17 0.31
H 1.02775 -5.89607 -2.62464 -0.06 -0.21 0.00
H 0.11449 -6.15335 -1.34053 -0.26 0.15 0.07
N -2.95257 4.61909 0.41469 0.48 0.39 0.34
C -3.67255 5.07222 1.49700 -0.02 -0.67 -0.31
N -2.88682 5.58138 2.51910 -0.15 -0.09 -0.30
O -4.87290 4.93623 1.59172 -0.06 0.23 0.10
H -3.39996 4.26505 -0.41235 -0.24 0.03 0.09
H -1.99744 4.92071 0.33714 -0.05 -0.11 -0.21
H -3.40489 6.11445 3.19434 0.09 0.08 0.07
H -1.95234 5.87877 2.29811 -0.06 0.16 0.17
N -0.57220 3.91245 -3.55408 -0.08 -0.31 -1.08
C -1.79137 3.44712 -3.99649 -0.04 0.50 0.96
N -1.84490 3.09219 -5.30673 0.22 -0.17 -0.28
O -2.74345 3.42424 -3.23464 -0.27 -0.22 -0.20
H -0.49246 4.16627 -2.59042 0.01 -0.09 0.05
H 0.23822 3.67239 -4.09606 0.24 0.17 0.32
H -2.67570 2.67287 -5.67945 -0.13 0.04 0.20
H -1.03317 3.11196 -5.89638 -0.02 0.05 0.03
```
Forces are in eV/Å.

Atom charges from the Mulliken analysis, given in e for atoms 1 to 99:
1 C -1.05
2 O 0.24
3 C -1.21
4 C 3.83
5 C -1.03
6 N -0.41
7 H 0.43
8 H 0.22
9 H 0.32
10 H 0.37
11 H 0.09
12 H -2.61
13 H -0.06
14 H 0.50
15 H -0.09
16 H 0.07
17 H 0.31
18 C -0.26
19 O -0.42
20 C -0.71
21 C 1.44
22 C -1.54
23 N -0.68
24 H -0.05
25 H 0.16
26 H 0.41
27 H 0.31
28 H 0.33
29 H -0.60
30 H 0.34
31 H 0.39
32 H 0.38
33 H 0.26
34 H 0.29
35 C -0.16
36 O -0.37
37 C -0.81
38 C 2.29
39 C -1.55
40 N -0.78
41 H 0.15
42 H -0.26
43 H 0.40
44 H 0.24
45 H 0.31
46 H -0.98
47 H 0.26
48 H 0.28
49 H 0.42
50 H 0.35
51 H 0.33
52 C -0.86
53 O -0.24
54 C -0.87
55 C 0.36
56 C -1.08
57 N -0.76
58 H 0.25
59 H 0.37
60 H 0.33
61 H 0.46
62 H 0.16
63 H 0.43
64 H 0.52
65 H 0.46
66 H 0.02
67 H 0.37
68 H 0.08
69 C -0.12
70 O -0.46
71 C 1.22
72 C 0.18
73 C -1.12
74 N -0.75
75 H 0.05
76 H -0.11
77 H 0.37
78 H -0.61
79 H -0.41
80 H 0.37
81 H 0.42
82 H 0.18
83 H 0.12
84 H 0.35
85 H 0.27
86 N -0.22
87 C 0.56
88 N -0.41
89 O -0.61
90 H 0.11
91 H 0.12
92 H 0.24
93 H 0.19
94 N -0.13
95 C 0.56
96 N -0.41
97 O -0.62
98 H 0.04
99 H 0.13

Short version: energy relative to the best compared isomer or geometry (same formula, charge and spin) = 38.9; 39.3 kcal/mol, in the order given.
Short version: total energy = -45610.804; -51577.651 eV, in the order given.